Here is 6 unconnected molecules or ions with the total composition C49H82BrClFNO19S5 at a distorted geometry from OMol25. Energies are from the ωB97M-V functional and the def2-TZVPD basis.

Geometry (Å):
C1 5.8741 5.2806 2.2293
C2 7.4565 4.9459 2.0672
C3 7.7839 4.1617 0.6993
C4 6.7912 2.9137 0.4310
C5 7.5248 1.7091 -0.3629
C6 6.5835 0.4039 -0.4075
C7 6.5468 -0.1784 1.1259
C8 6.8325 -1.7542 1.0307
C9 5.6885 -2.5190 0.1899
C10 5.1140 -3.8489 0.9110
C11 3.5264 -3.8240 1.1694
C12 3.1250 -3.3974 2.6674
C13 3.5646 -1.8747 2.9854
C14 2.3572 -0.8267 2.6969
C15 2.0457 -0.3299 1.2572
C16 0.8506 0.6321 1.0763
C17 0.0153 1.0660 2.3397
C18 0.3286 0.6190 3.7841
N1 -0.5084 1.1225 4.8999
C19 -1.2442 0.0552 5.6025
C20 -2.2506 0.3657 6.8343
O1 -1.1797 -1.1676 5.2686
C21 0.3485 1.9189 5.7994
C22 1.1373 3.1566 5.1183
O2 0.5489 1.7013 7.0183
C23 1.5504 -0.3650 3.9574
C24 -1.2483 2.0341 2.0672
O3 -1.5018 3.0128 2.8054
C25 -2.0983 1.6474 0.7485
C26 -1.2531 1.2433 -0.5173
C27 -1.8978 0.8561 -1.8757
C28 -3.4479 0.8703 -1.9316
F1 -4.0522 0.4762 -3.1673
C29 -4.3004 1.2589 -0.6694
Br1 -6.2819 1.1540 -0.9539
C30 -3.6592 1.6611 0.6994
C31 -4.5607 2.0182 1.9631
Cl1 -4.0799 0.8963 3.3687
C32 -4.5824 3.5678 2.3664
C33 -6.0486 3.8546 3.0276
C34 0.3544 1.2122 -0.3467
O4 1.1305 1.6318 -1.2380
H1 5.2794 4.3040 2.4062
H2 5.5172 5.8137 1.2773
H3 5.6558 5.9821 3.1041
H4 7.8084 4.3936 3.0026
H5 7.9757 5.9770 2.0029
H6 8.8586 3.7302 0.7243
H7 7.7692 4.9324 -0.1480
H8 6.3590 2.5522 1.4319
H9 5.9009 3.2405 -0.2324
H10 8.4513 1.4247 0.2605
H11 7.7925 2.1039 -1.4012
H12 5.5212 0.7512 -0.6605
H13 6.9575 -0.4174 -1.1043
H14 7.3196 0.3632 1.7962
H15 5.5164 0.1007 1.5316
H16 7.8691 -1.9157 0.5730
H17 6.8247 -2.2038 2.0983
H18 6.0649 -2.8431 -0.8433
H19 4.7654 -1.8450 -0.0008
H20 5.6185 -4.0372 1.9335
H21 5.3408 -4.7710 0.2508
H22 3.0430 -3.0600 0.4613
H23 3.1174 -4.8859 0.9881
H24 3.7322 -4.0641 3.3792
H25 2.0180 -3.6108 2.8801
H26 4.5149 -1.5448 2.4496
H27 3.7996 -1.8411 4.1150
H28 2.6317 -0.6215 0.3281
H29 -2.7210 -0.6064 7.2445
H30 -1.7130 0.8470 7.7245
H31 -3.1112 1.0120 6.4531
H32 2.1859 2.8546 4.7728
H33 1.2883 3.9637 5.9253
H34 0.5661 3.6080 4.2382
H35 1.8322 -0.7306 5.0061
H36 -1.3022 0.5419 -2.7956
H37 -5.6540 1.7272 1.7262
H38 -3.8330 3.8457 3.1966
H39 -4.4478 4.2852 1.4725
H40 -6.1952 4.9717 3.2635
H41 -6.0198 3.3323 4.0598
H42 -6.9035 3.3960 2.4288
C35 -5.1388 2.6905 -6.1466
C36 -5.3829 1.1934 -6.1749
O5 -6.2254 0.8189 -7.2666
S1 -5.5805 0.7406 -8.7467
C37 -6.9174 -0.1207 -9.5239
O6 -4.4299 -0.1241 -8.7125
O7 -5.5146 2.0706 -9.2946
H43 -4.5363 3.0071 -7.0014
H44 -4.6085 2.9772 -5.2358
H45 -6.0833 3.2382 -6.1967
H46 -4.4405 0.6392 -6.2044
H47 -5.9018 0.8982 -5.2597
H48 -7.0072 -1.1100 -9.0765
H49 -6.6872 -0.2084 -10.5859
H50 -7.8336 0.4531 -9.3876
C38 -3.3661 8.9007 -9.0860
C39 -4.0918 7.7360 -8.4390
O8 -4.1903 6.6218 -9.3237
S2 -2.8846 5.6877 -9.5374
C40 -3.7045 4.3431 -10.3443
O9 -2.4145 5.2408 -8.2513
O10 -2.0100 6.3274 -10.4853
H51 -2.3127 8.6638 -9.2519
H52 -3.4166 9.7876 -8.4502
H53 -3.8016 9.1355 -10.0604
H54 -3.6130 7.4438 -7.4998
H55 -5.1139 8.0396 -8.1990
H56 -4.4085 3.8893 -9.6469
H57 -2.9473 3.6160 -10.6393
H58 -4.2199 4.7218 -11.2265
C41 -2.3212 -1.5006 -10.8069
C42 -1.3624 -0.4353 -10.3119
O11 -0.1463 -0.4326 -11.0598
S3 -0.1459 0.2501 -12.5262
C43 1.6106 0.3088 -12.7408
O12 -0.6450 1.5958 -12.4159
O13 -0.6907 -0.6872 -13.4731
H59 -2.6862 -1.2654 -11.8097
H60 -3.1843 -1.5791 -10.1437
H61 -1.8258 -2.4733 -10.8638
H62 -1.8284 0.5540 -10.3271
H63 -1.0943 -0.6491 -9.2743
H64 2.0355 0.9756 -11.9914
H65 1.8131 0.6909 -13.7414
H66 2.0124 -0.6988 -12.6385
C44 1.5473 -3.2554 7.2060
C45 0.8146 -4.4135 7.8575
O14 0.7211 -5.5273 6.9730
S4 2.0252 -6.4561 6.7624
C46 1.2100 -7.8020 5.9511
O15 2.4951 -6.9075 8.0457
O16 2.8966 -5.8113 5.8179
H67 2.6010 -3.4986 7.0476
H68 1.4976 -2.3635 7.8349
H69 1.1180 -3.0250 6.2273
H70 1.2890 -4.7017 8.8003
H71 -0.2083 -4.1085 8.0921
H72 0.5070 -8.2596 6.6465
H73 1.9704 -8.5251 5.6557
H74 0.6944 -7.4224 5.0694
C47 -0.0058 -7.3209 10.2359
C48 -1.2219 -6.5230 9.8038
O17 -2.4362 -7.2090 10.1090
S5 -2.9694 -7.1912 11.6366
C49 -4.5993 -7.7994 11.3074
O18 -3.0651 -5.8261 12.0827
O19 -2.2534 -8.1879 12.3881
H75 0.0542 -7.3889 11.3247
H76 0.9106 -6.8491 9.8764
H77 -0.0551 -8.3428 9.8514
H78 -1.2181 -5.5237 10.2493
H79 -1.1964 -6.3928 8.7187
H80 -5.1295 -7.0731 10.6924
H81 -5.1089 -7.9257 12.2627
H82 -4.5216 -8.7590 10.7971

Properties
SMILES: CCCCCCCCCCCCCc1cc2c(c(N(C(C)=O)C(C)=O)c1)C(=O)c1c(cc(F)c(Br)c1[C@@H](Cl)CC)C2=O.CCOS(C)(=O)=O.CCOS(C)(=O)=O.CCOS(C)(=O)=O.CCOS(C)(=O)=O.CCOS(C)(=O)=O
Gap between HOMO and LUMO, eV: 7.74
E_LUMO, eV: -1.5257
Molecular weight, Da: 1283.87
HOMO, eV: -9.26